ORCA calculation (the ωB97M-V functional and the def2-TZVPD basis) on a structure of composition C55H48AsCaN8O2PSe at a distorted geometry.

Structure (XYZ):
```
117
Properties=species:S:1:pos:R:3:forces:R:3:mulliken_charge:R:1
Se -1.900495 2.934810 -0.486252 0.08 -0.38 -0.23 0.335
As -0.826875 1.430561 -3.943086 0.63 -1.85 0.56 1.024
Ca -0.793752 -0.711454 -0.745134 0.03 1.01 -1.33 1.587
P 1.978719 0.158376 -0.119000 0.06 -0.71 -0.16 1.049
O -6.041791 -2.287832 4.488004 1.28 -0.49 -0.06 -0.604
O -1.492946 0.617390 -2.626760 0.24 0.04 0.46 -0.249
N -1.090860 1.562205 0.352740 -0.79 -0.81 -0.33 0.013
N -3.967683 -3.193719 -0.942720 0.62 1.16 -0.23 -0.029
N -3.968778 -1.783262 3.509120 -1.52 -1.29 1.52 0.007
N -4.093321 -3.061856 5.476111 0.92 0.67 -1.39 -0.058
N -1.263371 -2.045916 1.168195 -1.84 0.38 0.55 0.731
N 2.918730 -0.522053 -1.414872 -0.31 1.12 1.06 0.718
N 1.033925 -1.669112 -2.235079 0.60 0.17 0.17 0.919
N -1.912615 3.912988 0.958847 0.17 1.00 0.41 -0.878
C 3.395413 -3.272516 1.748992 0.24 0.16 1.70 -0.864
C 4.322766 3.336430 2.132386 0.68 1.40 1.05 -0.717
C -1.137799 3.770560 3.284125 1.02 -0.32 1.22 -0.748
C 3.332689 -2.854368 3.097127 -0.71 0.38 -0.81 -0.816
C -1.859470 2.845573 -4.468674 -1.62 2.11 -0.57 0.599
C 5.014339 2.184738 1.732695 -1.28 0.21 -0.44 -0.823
C -3.240041 2.676603 -4.479506 -0.40 -0.99 0.42 -0.504
C -0.197320 1.540220 3.873195 -1.35 1.58 -1.88 -1.527
C -0.964597 1.866551 1.615322 0.10 1.60 0.81 -0.419
C -0.805249 0.151568 -5.392735 -1.22 -0.40 0.38 0.709
C -1.733976 -4.257268 1.958324 -1.14 -0.24 -0.57 -1.353
C -0.498082 -2.512589 6.098222 0.75 -0.92 0.34 -0.569
C 2.979427 1.513737 0.599700 0.92 -1.08 -0.98 0.460
C -3.136533 -2.464366 -1.308013 -0.02 -0.48 0.22 -0.143
C 0.834726 -0.637839 6.950639 0.16 -0.86 -0.84 -1.342
C -1.669321 -3.166964 5.798173 -1.32 0.44 -0.38 -0.423
C -0.518208 -1.239476 6.641826 0.33 0.36 -0.01 1.042
C 3.174761 -1.909930 -3.297425 1.39 -0.54 -1.62 -0.961
C 0.931675 2.055386 -3.575734 0.92 0.47 -0.19 0.328
C 3.517177 2.907864 -3.105493 2.08 1.75 1.73 -0.612
C 2.514768 3.568780 -2.440675 -2.76 -0.28 -0.68 -1.016
C -4.836700 -2.435465 4.512584 0.18 1.71 -0.87 0.094
C -4.103519 3.658843 -4.967399 -0.55 -0.84 -0.34 -0.520
C -1.082959 -3.352514 1.126060 1.15 -1.33 0.66 -0.698
C 2.807691 -2.458189 0.802341 0.55 0.59 -0.71 -0.703
C -0.861758 -1.831560 -7.293133 1.71 0.25 -2.05 -0.318
C -3.018474 -2.443086 2.761161 -1.12 2.55 0.76 0.451
C -1.378018 4.073682 -4.927693 -0.99 0.12 -0.29 -0.477
C -1.663119 -1.982894 -6.214046 -0.65 -0.64 0.77 -0.840
C -1.732122 -0.582943 6.887302 1.07 -1.70 -0.55 -0.715
C 0.490024 -2.393527 -3.229330 1.22 0.46 0.86 -0.502
C -2.240868 5.072102 -5.406589 -0.92 -1.44 -0.23 -0.705
C 4.326900 1.293327 0.937765 -0.31 -0.86 0.04 -0.761
C -0.452837 1.000889 2.636334 0.26 0.83 0.71 0.424
C 2.368521 -1.409445 -2.315110 -0.46 1.23 0.79 -0.860
C 1.994486 1.459870 -4.240776 0.73 0.17 0.19 -0.058
C -2.863595 -2.459919 5.956409 -0.47 -0.59 -0.28 -0.078
C -2.732406 -3.756931 2.800605 1.11 -3.10 -0.22 -0.286
C -0.120044 0.367923 -6.568972 -0.06 -1.35 -0.65 -0.567
C -1.660742 -0.970398 -5.276268 0.69 0.70 0.42 -0.859
C 3.026628 3.647956 1.695796 -0.27 -0.26 -0.52 -0.901
C 2.795368 -1.609140 3.430635 0.04 -1.59 -0.61 -0.971
C -0.537371 2.961014 4.205191 0.04 -1.79 0.86 -0.856
C 2.371953 2.708354 0.875528 -0.65 0.63 0.28 0.266
C 2.284845 -0.775139 2.465386 0.66 -0.29 -0.13 -0.529
C 1.213193 3.149134 -2.731480 -0.22 -0.24 -0.03 -0.181
C 2.320040 -1.148236 1.128433 0.37 -0.97 -0.10 1.221
C -3.636539 4.841232 -5.529292 1.02 0.16 1.40 -0.593
C 1.233836 -2.842160 -4.283042 -2.11 -0.66 -1.02 -0.859
C 2.557810 -2.582719 -4.337234 1.35 0.41 0.56 -0.538
C -2.303763 -1.623943 1.933651 2.06 0.42 -1.62 -0.596
C -1.349454 3.290093 1.959075 0.01 -2.08 -0.66 0.965
C -2.921790 -1.218538 6.539769 0.47 1.40 0.22 -0.499
C 3.298993 1.940857 -4.026075 -1.29 -1.26 0.08 -1.155
C -0.162886 -0.634874 -7.532376 0.47 -1.24 -0.63 -0.740
H 0.733331 -3.347583 -5.103732 0.09 -0.01 0.17 0.522
H 3.580894 -3.537377 3.873677 0.69 -0.29 0.50 0.445
H 4.784855 0.345208 0.638744 -0.04 0.26 0.21 0.371
H -1.640263 -5.361104 1.809774 0.33 1.20 0.40 0.407
H 2.750201 -1.306867 4.439778 0.06 0.23 1.06 0.507
H 4.880253 4.030086 2.824663 -0.88 -0.65 -0.85 0.331
H -4.807986 -3.414536 -0.457854 -0.42 -0.53 0.06 0.251
H 2.552486 4.436427 -1.792167 0.82 -0.24 0.04 0.494
H 4.133525 1.437833 -4.437834 0.62 -0.37 -0.67 0.476
H 2.912954 -2.859994 -0.213138 -0.33 0.75 0.14 0.194
H 2.006636 0.194119 2.818042 -0.28 0.60 -0.32 0.717
H -1.655530 0.348394 7.372997 -0.44 1.09 0.42 0.500
H -3.623688 1.704013 -4.093461 -0.02 0.94 -0.34 0.290
H 4.518417 3.217102 -2.770025 -0.13 -0.36 -0.76 0.361
H 0.205301 0.870057 4.568549 0.51 -0.51 1.35 1.066
H -4.355321 5.604864 -5.858524 0.62 -0.40 -0.11 0.385
H 0.438350 -0.689706 -8.470822 -0.41 0.83 0.98 0.318
H -0.274930 -3.719847 0.521022 0.26 -0.03 -0.44 0.410
H -1.835043 -4.156392 5.383269 0.80 -0.03 0.13 0.574
H 1.852459 0.598601 -4.876326 -0.05 -0.02 -0.13 0.392
H -0.408013 3.226063 5.310663 -0.08 0.03 -1.95 0.354
H 1.371613 2.853518 0.431367 0.46 0.26 0.60 0.276
H -0.611738 -2.640487 -8.002836 -0.77 0.36 0.42 0.384
H 3.101175 -2.879581 -5.199097 0.60 -0.33 -0.50 0.499
H 4.276749 -1.737946 -3.338132 -1.14 0.03 0.26 0.509
H 0.488106 -3.002289 6.046658 -0.65 0.07 -0.26 0.376
H 4.003533 -4.177534 1.533888 -1.00 0.59 -0.20 0.408
H 2.462049 4.575296 1.924094 0.88 -0.62 0.12 0.463
H -4.673062 -3.444066 6.147826 -1.31 -1.04 1.73 0.248
H 0.396483 3.684255 -2.286415 -0.35 0.16 0.20 0.590
H -2.215235 -2.922361 -6.071486 0.11 0.60 0.08 0.376
H -1.329800 4.779420 3.590739 -0.48 0.38 -0.28 0.496
H -3.833547 -0.640949 6.684730 -0.12 -0.53 -0.09 0.471
H -2.242051 -1.094578 -4.391330 -0.34 0.10 0.60 0.566
H 0.740009 0.264903 7.495249 0.15 0.77 0.85 0.370
H -0.336370 4.235014 -4.977889 1.07 0.35 0.08 0.495
H 1.404973 -0.408303 6.043469 -0.35 0.18 -0.22 -0.016
H 3.795177 -0.021414 -1.575062 -0.35 -0.80 -0.46 0.240
H -2.512791 -0.563353 1.866012 -0.11 0.06 0.25 0.259
H -5.169163 3.408688 -4.979999 0.35 0.29 0.03 0.388
H -4.328199 -0.907869 3.171763 -0.16 -0.03 -0.16 0.224
H -0.546756 -2.573960 -3.129346 -1.01 -0.29 -0.12 0.476
H -3.227872 -4.470152 3.450595 -0.24 0.33 -0.03 0.662
H -1.808179 5.959583 -5.778600 0.34 0.92 -0.28 0.475
H 0.526767 1.183894 -6.712484 0.55 1.13 -0.16 0.619
H 1.500075 -1.376395 7.413433 -0.36 0.30 0.50 0.422
H 6.008289 1.946841 2.052831 0.36 0.22 0.15 0.513
H -0.256462 -0.046966 2.424884 0.09 0.25 0.04 0.926
```
Positions in Å, forces in eV/Å.

## Properties
* relative energy (zero: lowest compared OMol25 entry of this formula, charge and spin): 0.0 kcal/mol
* charge: +2
* LUMO energy: -0.19725 hartree
* Kohn-Sham gap: 7.6 eV
* HOMO: -12.924 eV

***

ORCA calculation (the ωB97M-V functional and the def2-TZVPD basis) on a structure of composition C55H48AsN3O2PRe at a distorted geometry.

Structure (XYZ):
```
111
Properties=species:S:1:pos:R:3:forces:R:3:mulliken_spin:R:1
Re -0.799849 0.255300 0.359845 1.49 -1.37 2.91 0.817
As 6.696771 0.345970 -1.843032 -0.10 0.02 0.29 0.000
P 2.476948 -0.599001 -0.069506 0.62 0.35 -0.09 0.074
O -0.097765 -1.656135 0.022734 -0.89 0.77 0.26 0.034
O -0.096226 0.796662 2.354930 -0.42 -1.02 -2.18 0.007
N -0.198400 1.306371 -0.981812 -0.80 0.15 0.03 -0.007
N -2.051695 1.847205 0.863751 -0.17 0.35 -0.08 -0.011
N -2.522365 -0.725776 1.077940 0.26 0.71 -1.07 -0.011
C 7.021821 -1.304606 -2.856986 -0.05 0.12 -0.07 0.000
C -0.086643 2.303006 -1.774527 0.15 0.17 0.07 0.049
C 4.437463 3.438384 -3.537999 -0.02 0.07 -0.02 0.000
C -1.752088 2.946616 1.467355 -0.31 -0.23 -0.13 -0.008
C -2.733311 -1.999713 1.221243 0.10 -0.50 0.04 -0.029
C 2.452221 4.387067 0.051260 0.04 0.03 0.04 -0.013
C 3.898872 2.915192 -4.704839 -0.06 0.02 0.03 0.000
C 2.037574 -1.756865 2.363287 0.02 0.01 -0.09 0.002
C 1.600587 3.571244 3.905747 -0.13 0.18 -0.06 0.003
C -1.574562 1.267243 -3.467094 0.10 0.13 0.08 0.016
C 3.922675 -3.769712 2.222087 0.04 -0.05 -0.04 0.000
C -0.575248 -2.837913 0.323354 -0.02 -0.23 0.05 -0.020
C 2.146022 -2.674568 3.395747 0.01 -0.07 0.10 0.001
C -1.694423 2.103954 -5.713358 0.05 0.03 0.02 0.023
C 4.144098 1.594059 -5.041277 -0.04 -0.06 -0.06 0.000
C 2.016505 5.673565 -0.234519 -0.02 0.03 0.01 0.018
C 7.548666 -2.383583 -4.957055 0.04 -0.02 0.01 0.000
C -1.832126 -3.051756 0.947591 0.14 0.31 -0.12 0.016
C 5.507956 1.314150 -3.073474 -0.04 -0.02 0.18 0.000
C 0.199435 -3.974487 0.006978 0.20 0.07 0.00 0.007
C 4.926427 0.792514 -4.221687 -0.07 -0.09 -0.01 0.000
C -0.536654 3.162503 2.172243 0.64 -0.20 0.24 -0.008
C 1.760954 3.294996 -0.442523 -0.08 -0.07 -0.06 0.009
C 6.949652 -2.560337 -2.259595 -0.04 0.07 0.11 0.000
C 2.195045 -2.518778 -4.295096 0.04 -0.04 -0.06 0.001
C 7.409309 -3.630209 -4.363466 0.00 -0.02 0.00 0.000
C 3.819375 -2.847001 1.190741 0.05 -0.04 0.05 -0.002
C 1.493804 -1.376385 -3.944047 0.03 0.09 -0.06 0.000
C 0.842106 4.668354 3.472611 0.20 0.03 0.10 -0.004
C -0.754640 3.076629 -5.403981 -0.04 -0.02 -0.12 -0.012
C 5.329413 -0.438358 -0.579451 0.02 0.03 -0.28 0.003
C 0.186406 4.778016 -1.510143 0.00 -0.06 0.00 0.014
C 2.855854 -1.838765 1.233236 -0.18 0.02 -0.13 0.007
C 0.873444 5.867112 -0.998899 -0.03 -0.01 0.02 -0.009
C -0.638047 2.255145 -3.140092 -0.16 -0.15 -0.11 0.012
C 7.376400 -1.232534 -4.203261 0.04 0.08 0.05 0.000
C -0.207413 4.456136 2.620655 -0.12 -0.08 -0.16 0.003
C 5.251040 2.646764 -2.742890 0.13 -0.10 0.11 0.000
C 3.067007 -2.649368 -2.054235 0.02 -0.04 -0.02 0.006
C 1.295820 2.294858 3.501297 -0.17 -0.40 -0.20 -0.004
C 7.135382 -3.714831 -3.006654 0.03 -0.05 -0.02 0.000
C -0.218246 -5.238577 0.328865 0.03 0.22 -0.07 -0.006
C 1.628035 -0.848319 -2.670487 0.00 -0.05 0.06 0.038
C 3.080584 -3.696511 3.320649 -0.01 0.03 0.00 0.000
C -3.651599 0.177087 1.354063 -0.17 0.26 0.20 -0.003
C 0.212789 2.035729 2.631521 0.10 1.18 0.25 0.036
C -2.097557 1.194329 -4.743339 -0.09 -0.04 -0.05 -0.013
C -3.434566 1.489058 0.607605 -0.17 -0.06 -0.23 -0.004
C -2.233315 -4.367992 1.267545 -0.06 -0.35 0.05 -0.005
C 4.082114 0.373951 -0.234373 -0.13 -0.29 -0.05 0.002
C 0.642888 3.483216 -1.255709 0.14 0.07 -0.03 0.040
C 2.414340 -1.468403 -1.700123 0.06 -0.04 0.22 -0.050
C 2.984021 -3.150003 -3.346864 -0.01 -0.04 0.03 0.001
C -0.218647 3.147058 -4.130173 0.05 -0.06 0.16 0.021
C -1.443635 -5.444697 0.982093 -0.20 0.00 0.11 0.003
H 0.540460 3.879358 -3.899771 0.03 0.06 -0.03 0.002
H 1.087481 0.044619 -2.404604 -0.02 0.10 -0.07 -0.028
H 4.662785 -4.557543 2.159435 0.02 0.03 0.02 0.000
H -0.718967 4.930346 -2.083020 0.03 0.01 -0.08 -0.001
H 3.162595 -4.426729 4.115034 -0.01 0.01 0.01 0.000
H 7.067909 -4.683893 -2.527704 0.01 0.01 0.01 0.000
H -1.879494 0.563265 -2.702832 -0.03 -0.05 -0.05 0.003
H 7.515979 -0.262954 -4.667090 -0.06 -0.02 -0.06 0.000
H 5.043688 -1.354277 -1.084195 -0.06 -0.13 -0.03 -0.002
H -4.597423 -0.279676 1.059421 0.04 -0.04 0.00 -0.001
H 7.793679 -2.307526 -6.008746 0.02 0.01 0.01 0.000
H 2.559885 6.528021 0.146820 0.01 0.00 0.01 0.000
H 2.123550 -2.922890 -5.296979 -0.02 0.01 0.01 0.000
H 1.872425 1.441985 3.836506 0.00 0.02 0.05 -0.001
H 6.764029 -2.647181 -1.194170 -0.07 -0.03 -0.04 0.000
H 3.625845 -3.224615 -1.331200 0.09 0.11 0.01 0.000
H -0.807610 5.292777 2.280392 -0.03 -0.02 0.01 0.000
H 0.843221 -0.890368 -4.660977 0.04 0.04 -0.02 0.000
H 5.709498 3.070107 -1.854539 -0.02 0.03 -0.01 0.000
H 3.298632 3.534419 -5.357767 -0.04 0.05 0.00 0.000
H -3.713781 -2.316673 1.577705 -0.01 0.14 0.09 -0.001
H 5.086489 -0.241595 -4.491513 -0.02 -0.06 -0.01 0.000
H 4.245726 4.468078 -3.259823 0.02 -0.01 -0.01 0.000
H 3.538673 -4.042899 -3.605562 -0.03 -0.03 0.00 0.000
H -3.187426 -4.520372 1.758903 -0.01 0.06 -0.02 0.000
H 2.077180 2.284762 -0.212216 0.04 0.04 -0.02 -0.008
H -2.506703 3.733662 1.509891 -0.09 -0.10 0.10 -0.005
H 2.431498 3.734546 4.580183 0.02 -0.03 -0.01 0.000
H 0.515850 6.867581 -1.204030 0.01 0.01 0.03 0.000
H 1.495188 -2.599891 4.257920 0.00 0.03 0.00 0.000
H -2.824584 0.432535 -4.992190 0.01 -0.02 0.03 0.000
H 3.335007 4.238968 0.659515 -0.01 -0.03 0.02 0.001
H 3.728376 1.183603 -5.952958 -0.03 -0.03 0.01 0.000
H -2.103303 2.048712 -6.713418 -0.02 -0.01 0.01 0.001
H 4.212538 0.891309 0.719046 -0.06 0.11 -0.01 0.003
H -3.682189 0.382858 2.427767 0.03 -0.05 -0.01 0.003
H -0.440376 3.778033 -6.165742 0.05 -0.01 0.03 0.000
H -4.131189 2.251524 0.962764 0.03 0.01 0.01 -0.002
H 0.402301 -6.086774 0.070707 0.03 0.01 0.03 0.000
H 3.866024 1.130069 -0.991892 -0.01 0.03 -0.06 0.003
H 7.533430 -4.530333 -4.951494 0.02 0.00 0.01 0.000
H 1.077089 5.663799 3.822375 0.01 0.00 -0.04 0.000
H 4.513587 -2.927701 0.368145 -0.01 0.04 -0.02 0.000
H -3.582744 1.335779 -0.464872 0.02 0.02 0.01 -0.008
H 5.861629 -0.702893 0.333959 0.06 -0.05 -0.04 0.001
H 1.147958 -3.806829 -0.477938 0.10 0.03 -0.09 0.000
H 1.311340 -0.956451 2.426473 -0.06 -0.03 0.02 -0.001
H -1.758059 -6.442711 1.252774 -0.02 0.01 -0.02 0.000
```
Positions in Å, forces in eV/Å.

## Properties
* relative energy (zero: lowest compared OMol25 entry of this formula, charge and spin): 65.0 kcal/mol
* charge: +1
* LUMO energy (alpha / beta): -0.15146 / -0.14825 hartree
* Kohn-Sham gap (alpha / beta): 5.6 / 5.7 eV
* expectation value of S²: 0.8053
* HOMO (alpha / beta): -9.733 / -9.728 eV
* multiplicity: 2

***

Table of molecular weight (g/mol), in record order: 1077.98; 1075.11
Table of E_tot (eV), in record order: -227730.855; -138631.267